{"formula": "C29H29F2LuN2O5", "method": "ωB97M-V/def2-TZVPD", "e_lumo_ev": -0.69, "e_tot_ha": -3043.5011, "relative_energy_kj_mol": 7.8, "total_charge": 0, "orbital_gap_ha": 0.258, "homo_energy_ev": -7.7, "species": ["Lu", "C", "C", "C", "C", "C", "C", "C", "C", "C", "C", "H", "H", "H", "H", "H", "H", "H", "H", "H", "H", "H", "H", "H", "H", "H", "F", "C", "C", "C", "C", "C", "F", "C", "C", "C", "C", "C", "C", "N", "H", "H", "H", "H", "H", "H", "O", "C", "C", "C", "C", "C", "C", "C", "O", "N", "O", "O", "H", "H", "H", "H", "C", "O", "H", "H", "H", "H"], "coordinates": [[0.10501, -0.05932, 0.68438], [1.83143, -1.76687, 1.66990], [1.68337, -0.72194, 2.62070], [2.22075, 0.46185, 2.04901], [2.68436, 0.14614, 0.74748], [2.47682, -1.23655, 0.52973], [2.97633, -2.01736, -0.64665], [3.37816, 1.09792, -0.18367], [2.46774, 1.78822, 2.71243], [1.16428, -0.93006, 4.01361], [1.43937, -3.19770, 1.88491], [3.52766, -2.90044, -0.31631], [3.66383, -1.41966, -1.24516], [2.20110, -2.37128, -1.33080], [3.03172, 2.12336, -0.03935], [3.19566, 0.84616, -1.22823], [4.46060, 1.10347, -0.02381], [1.94866, 2.61577, 2.22608], [3.53564, 2.01995, 2.70281], [2.15787, 1.78755, 3.75561], [0.18754, -1.41964, 4.02189], [1.06417, 0.00203, 4.56794], [1.84256, -1.56515, 4.59054], [1.32920, -3.72889, 0.93956], [0.48837, -3.28095, 2.41500], [2.18601, -3.73525, 2.47692], [-1.20979, 3.52194, 5.07930], [-1.41886, 3.20963, 3.78238], [-0.69570, 2.17995, 3.20887], [-0.89795, 1.81236, 1.87474], [-1.88456, 2.52578, 1.15730], [-2.56914, 3.57172, 1.77479], [-3.53159, 4.25721, 1.10893], [-2.36149, 3.93758, 3.08760], [-2.25977, 2.06385, -0.19782], [-2.73264, 2.91232, -1.20220], [-3.14176, 2.37339, -2.40434], [-3.07590, 0.99891, -2.59325], [-2.53882, 0.23800, -1.57479], [-2.12128, 0.74492, -0.41361], [0.03014, 1.68090, 3.83336], [-2.92470, 4.73718, 3.54399], [-2.77046, 3.97541, -1.02954], [-3.51325, 3.02135, -3.18691], [-3.40449, 0.52933, -3.50849], [-2.42251, -0.83228, -1.69241], [-0.39823, -2.03590, -0.33848], [-0.28358, -2.43090, -1.50616], [0.05990, -1.63717, -2.64789], [-0.01580, -2.26813, -3.90297], [0.24686, -1.54861, -5.03428], [0.60861, -0.19166, -4.97654], [0.70780, 0.43340, -3.76821], [0.44327, -0.25801, -2.54647], [0.53675, 0.35716, -1.43472], [0.14113, -2.20380, -6.33818], [-0.18183, -3.37657, -6.35765], [0.35408, -1.52829, -7.32620], [-0.46914, -3.49901, -1.69874], [-0.28979, -3.31180, -3.97727], [0.80932, 0.33951, -5.89554], [0.99000, 1.47447, -3.69526], [-2.70477, -1.86136, 1.71480], [-1.57468, -1.06682, 2.07715], [-3.36617, -1.30799, 1.04592], [-3.24774, -2.17296, 2.60760], [-2.31493, -2.73754, 1.20341], [-1.85471, -0.26878, 2.55323]], "atomic_forces_ev_per_a": [[0.069, -0.288, -0.099], [-0.083, 0.111, 0.027], [-0.041, 0.014, -0.002], [0.031, 0.153, 0.126], [0.079, -0.073, -0.026], [-0.101, 0.121, 0.001], [0.040, -0.079, -0.125], [0.024, 0.056, 0.019], [0.068, 0.008, 0.066], [0.028, -0.008, 0.097], [0.029, -0.043, 0.018], [-0.002, -0.002, 0.024], [-0.002, 0.031, 0.005], [-0.020, 0.007, 0.086], [-0.018, -0.022, 0.023], [-0.001, -0.025, 0.002], [0.002, -0.028, 0.013], [-0.001, -0.011, -0.026], [0.014, -0.012, -0.022], [-0.002, -0.038, 0.021], [0.000, -0.002, -0.029], [0.026, 0.036, -0.036], [0.006, -0.013, -0.022], [0.023, 0.007, -0.030], [-0.012, 0.025, 0.020], [0.011, 0.017, 0.012], [0.017, -0.007, -0.029], [-0.026, 0.022, 0.057], [-0.129, 0.125, -0.097], [-0.042, -0.045, -0.069], [-0.047, 0.130, 0.216], [0.002, -0.065, -0.061], [0.019, -0.021, -0.003], [0.065, -0.044, -0.010], [0.007, 0.075, -0.052], [0.001, -0.107, 0.078], [-0.008, -0.033, -0.047], [0.025, 0.019, 0.065], [-0.012, -0.009, -0.046], [0.150, 0.001, 0.025], [0.026, -0.036, 0.011], [-0.006, 0.016, 0.015], [-0.033, 0.019, -0.006], [-0.007, -0.005, -0.035], [-0.010, 0.001, -0.035], [-0.027, -0.002, -0.003], [-0.212, -0.201, -0.331], [0.032, 0.161, 0.190], [-0.050, -0.182, -0.134], [0.069, 0.233, 0.113], [0.004, -0.186, -0.165], [0.041, 0.081, 0.159], [0.027, -0.089, -0.006], [-0.070, 0.183, 0.033], [-0.007, -0.043, 0.039], [-0.189, 0.104, 0.159], [0.065, -0.053, -0.053], [0.072, -0.033, -0.047], [-0.041, 0.029, -0.049], [-0.008, -0.016, -0.022], [-0.013, -0.026, -0.026], [-0.004, 0.021, 0.003], [-0.026, -0.031, -0.022], [0.256, 0.118, 0.125], [0.004, -0.016, 0.006], [0.003, 0.012, -0.018], [-0.033, 0.022, 0.006], [-0.052, -0.065, -0.073]]}

{"formula": "C33H68N2O14S2", "method": "ωB97M-V/def2-TZVPD", "e_lumo_ev": -0.28, "e_tot_ha": -3257.3807, "total_charge": 0, "orbital_gap_ha": 0.293, "homo_energy_ev": -8.2, "species": ["C", "C", "C", "C", "N", "C", "C", "C", "C", "C", "C", "N", "C", "O", "C", "C", "C", "O", "C", "C", "C", "C", "S", "S", "C", "C", "C", "H", "H", "H", "H", "H", "H", "H", "H", "H", "H", "H", "H", "H", "H", "H", "H", "H", "H", "H", "H", "H", "H", "H", "H", "H", "H", "H", "H", "H", "H", "H", "H", "H", "H", "H", "H", "H", "H", "H", "H", "H", "H", "H", "H", "C", "O", "C", "O", "O", "C", "H", "H", "H", "H", "H", "H", "C", "O", "C", "O", "O", "C", "H", "H", "H", "H", "H", "H", "C", "O", "C", "O", "O", "C", "H", "H", "H", "H", "H", "H", "C", "O", "C", "O", "O", "C", "H", "H", "H", "H", "H", "H"], "coordinates": [[3.46348, -1.74711, 1.32988], [3.70181, -2.07353, 2.80783], [3.34646, -0.95712, 3.78703], [4.39249, 0.13389, 4.00382], [4.84994, 0.88716, 2.81369], [4.60048, 2.34757, 2.88079], [3.38077, 2.80844, 2.07569], [2.17706, 1.86674, 2.11687], [1.08090, 2.26433, 1.11052], [0.74877, 1.17507, 0.07262], [1.15045, 1.63061, -1.31765], [2.61902, 1.81412, -1.33718], [3.06672, 3.05944, -1.89656], [3.01155, 3.09776, -3.31365], [2.16362, 4.07012, -3.89782], [0.85765, 3.49628, -4.45665], [1.02929, 2.08916, -5.03209], [-0.65488, 0.88877, 0.18791], [-1.20605, 0.14647, -0.88744], [-0.52647, -1.20376, -1.18878], [-1.46358, -2.39489, -0.92714], [6.21555, 0.62291, 2.51473], [7.46453, 1.03942, 3.45782], [6.54829, -0.23648, 0.99784], [5.79292, 0.91226, -0.19489], [6.11578, 0.37815, -1.59584], [5.13779, -0.73191, -2.02126], [2.42227, -1.92828, 1.05678], [3.69753, -0.71250, 1.08700], [4.09036, -2.38574, 0.70760], [4.72535, -2.41553, 2.97169], [3.05271, -2.91921, 3.04554], [2.37241, -0.53417, 3.53405], [3.23213, -1.40955, 4.77678], [5.26499, -0.34313, 4.45318], [3.99510, 0.82631, 4.74745], [5.47165, 2.83900, 2.44951], [4.55777, 2.69413, 3.91674], [3.05732, 3.77233, 2.47818], [3.66931, 2.96634, 1.03499], [2.52530, 0.86002, 1.91200], [1.77107, 1.89588, 3.13175], [0.16977, 2.53927, 1.63014], [1.40186, 3.16521, 0.58230], [1.31011, 0.28176, 0.35393], [0.89896, 0.88498, -2.07141], [0.63970, 2.55872, -1.58103], [3.00361, 1.06210, -1.89328], [2.47173, 3.85876, -1.45123], [4.11287, 3.20362, -1.61466], [2.71263, 4.50077, -4.73809], [1.96066, 4.89259, -3.20782], [0.56455, 4.15650, -5.27427], [0.06260, 3.49554, -3.71089], [0.30210, 1.90734, -5.82297], [2.02831, 1.92273, -5.42927], [0.85372, 1.32180, -4.27825], [-2.23459, -0.05803, -0.58823], [-1.27353, 0.74771, -1.79853], [-0.28375, -1.21936, -2.25239], [0.37042, -1.35652, -0.59390], [-1.95263, -2.28418, 0.04156], [-0.85365, -3.29611, -0.84971], [-2.18808, -2.53214, -1.72449], [6.19211, 1.91176, -0.03291], [4.71209, 0.90828, -0.05094], [7.13287, -0.01660, -1.59581], [6.09749, 1.20076, -2.30971], [5.62299, -1.49736, -2.62022], [4.31973, -0.30358, -2.59975], [4.71126, -1.19587, -1.13117], [-6.71531, 3.91750, 2.17653], [-5.44512, 3.77551, 2.81771], [-4.60308, 2.94751, 2.19360], [-4.83444, 2.34570, 1.17906], [-3.47038, 2.91398, 2.88775], [-2.45851, 2.06207, 2.32575], [-7.28566, 4.60988, 2.78948], [-6.59637, 4.32596, 1.17486], [-7.23071, 2.96054, 2.12967], [-2.17731, 2.39588, 1.33404], [-2.80609, 1.03215, 2.28609], [-1.60452, 2.12802, 2.99284], [-5.05006, -4.58236, -4.03960], [-4.29116, -5.66935, -4.57737], [-2.98642, -5.60748, -4.31857], [-2.43191, -4.74477, -3.68930], [-2.40146, -6.66326, -4.87834], [-0.98196, -6.71257, -4.70843], [-6.08115, -4.76458, -4.32615], [-4.96929, -4.55726, -2.95439], [-4.71363, -3.63626, -4.45868], [-0.71553, -6.75975, -3.65462], [-0.51273, -5.84469, -5.16751], [-0.65282, -7.61755, -5.20963], [-4.95831, 10.07298, 6.45524], [-4.12882, 9.26400, 5.61961], [-4.58263, 8.02260, 5.43676], [-5.59380, 7.57051, 5.90682], [-3.72908, 7.37948, 4.64836], [-4.09328, 6.02042, 4.36710], [-4.47230, 11.04228, 6.51439], [-5.94949, 10.18530, 6.02009], [-5.03853, 9.64121, 7.45097], [-5.05103, 5.97972, 3.86116], [-4.13166, 5.43825, 5.28539], [-3.32250, 5.61924, 3.71770], [-3.24986, -8.00584, -2.29513], [-3.53293, -9.18228, -1.53176], [-3.31339, -10.31841, -2.18942], [-2.90238, -10.41390, -3.31570], [-3.62272, -11.33290, -1.38328], [-3.43102, -12.62385, -1.96606], [-3.45816, -7.15961, -1.64475], [-2.20361, -7.98797, -2.58328], [-3.88691, -7.95489, -3.17360], [-2.38719, -12.77239, -2.23544], [-4.06113, -12.74584, -2.84482], [-3.71923, -13.34316, -1.20551]], "atomic_forces_ev_per_a": [[0.081, -0.055, 0.041], [-0.365, 0.025, -0.127], [0.059, -0.067, 0.083], [-0.078, -0.404, -0.126], [0.031, 0.456, 0.003], [0.066, 0.045, -0.332], [-0.224, -0.162, 0.186], [0.047, 0.475, 0.004], [0.273, -0.107, -0.038], [-0.517, 0.418, 0.519], [0.654, -0.358, -0.177], [-0.545, 0.148, -0.151], [0.219, -0.290, 0.153], [-0.160, 0.221, 0.255], [-0.124, 0.009, -0.456], [0.292, -0.192, -0.147], [-0.219, -0.151, 0.060], [0.427, 0.112, -0.262], [-0.255, -0.418, 0.067], [-0.841, -0.148, -0.168], [0.696, 0.014, 0.328], [0.214, -0.106, -0.132], [-0.017, -0.098, 0.191], [0.245, 0.212, 0.108], [-0.336, -0.420, -0.190], [-0.045, -0.239, 0.108], [0.092, 0.392, 0.222], [-0.073, 0.019, 0.019], [0.087, -0.015, 0.041], [-0.070, -0.013, -0.092], [0.100, 0.109, 0.002], [0.144, -0.141, 0.081], [0.006, 0.030, -0.050], [-0.106, 0.006, 0.044], [0.039, 0.048, 0.108], [0.080, 0.187, -0.040], [0.036, 0.096, 0.065], [-0.116, -0.168, 0.113], [0.138, 0.148, -0.121], [0.006, -0.077, -0.070], [-0.052, -0.073, 0.032], [-0.013, -0.253, 0.053], [-0.160, -0.076, 0.014], [-0.011, 0.041, -0.011], [0.092, -0.127, -0.263], [-0.225, 0.016, 0.006], [-0.065, 0.046, 0.052], [0.267, -0.007, 0.141], [-0.001, 0.136, -0.065], [0.061, 0.001, -0.015], [0.144, -0.042, 0.020], [0.029, -0.016, 0.134], [-0.214, 0.158, 0.139], [-0.057, 0.067, 0.020], [0.013, 0.012, -0.058], [0.041, 0.075, -0.090], [0.121, 0.015, 0.070], [-0.050, 0.123, 0.077], [0.128, 0.165, 0.035], [0.434, -0.061, 0.052], [0.164, 0.244, -0.077], [-0.201, 0.052, -0.063], [-0.166, -0.166, -0.200], [-0.162, 0.004, 0.052], [0.075, -0.002, 0.057], [-0.036, 0.277, 0.074], [0.088, 0.103, -0.046], [-0.010, 0.053, -0.042], [-0.028, -0.040, -0.088], [-0.051, -0.139, -0.100], [0.008, -0.157, -0.091], [-0.150, 0.088, 0.030], [-0.043, -0.073, -0.033], [0.012, 0.052, 0.050], [-0.023, -0.046, -0.055], [0.063, -0.020, 0.053], [0.028, -0.034, 0.097], [0.064, 0.002, 0.050], [0.019, -0.072, -0.031], [0.038, -0.024, -0.063], [-0.066, -0.025, -0.079], [-0.036, 0.008, -0.089], [-0.050, 0.065, 0.069], [-0.151, 0.055, 0.027], [-0.045, -0.013, 0.013], [0.033, 0.003, -0.165], [0.027, 0.067, 0.096], [0.039, 0.053, -0.065], [0.144, -0.093, -0.124], [0.024, -0.070, -0.039], [0.063, 0.034, -0.002], [0.058, 0.005, 0.045], [-0.015, 0.091, 0.021], [-0.016, 0.046, 0.057], [-0.083, -0.024, -0.006], [-0.012, 0.145, 0.063], [0.023, 0.032, 0.000], [0.050, 0.024, -0.035], [-0.065, -0.022, 0.029], [0.082, -0.041, -0.023], [0.075, -0.056, -0.012], [0.060, -0.028, -0.049], [-0.024, -0.064, 0.028], [-0.054, -0.046, -0.019], [-0.070, 0.027, 0.058], [-0.086, 0.010, 0.007], [0.050, 0.098, -0.009], [-0.110, 0.137, 0.169], [-0.040, 0.058, 0.055], [-0.001, -0.004, 0.066], [0.035, -0.008, -0.066], [-0.020, -0.017, 0.031], [-0.013, -0.163, 0.027], [-0.022, -0.086, 0.093], [0.020, -0.078, -0.086], [0.059, -0.101, -0.076], [-0.006, 0.037, -0.063], [0.047, 0.036, -0.044], [-0.018, 0.063, 0.051]]}